Entry 1:
DFT (ωB97M-V with the def2-TZVPD basis set) results for a structure of composition C5H6O.

Results
Frontier orbital gap = 9.4 eV
LUMO level = 0.64 eV
Relative energy (zero: lowest compared OMol25 entry of this formula, charge and spin) = 96.9 kcal/mol
Charge = 0
2S+1 = 1
HOMO = -8.782 eV

Each line ends with the Mulliken charge.
Atoms and positions in Å:
O  1.922  -0.942  1.162  -0.526
C  1.008  -0.481  0.538  0.486
C  0.643  -0.457  -0.936  -0.631
C  -0.439  0.606  -0.603  0.209
C  -1.787  0.307  -0.224  -0.742
C  -0.148  0.426  0.982  -0.556
H  1.465  -0.142  -1.586  0.302
H  0.226  -1.398  -1.310  0.272
H  -0.220  1.628  -0.921  0.336
H  -1.866  -0.801  -0.180  0.249
H  -0.911  -0.099  1.579  0.269
H  0.108  1.352  1.500  0.334

***

Entry 2:
DFT (ωB97M-V with the def2-TZVPD basis set) results for a structure of composition C6H10N2 at a distorted geometry.

Results
Frontier orbital gap (spin up / spin down) = 5.8 / 8.8 eV
LUMO level (spin up / spin down) = -0.92 / 0.50 eV
Relative energy (zero: lowest compared OMol25 entry of this formula, charge and spin) = 152.4 kcal/mol
Charge = 0
2S+1 = 1
HOMO (spin up / spin down) = -6.767 / -8.300 eV

Each line ends with the Mulliken charge.
Atoms and positions in Å:
C  0.204  -0.704  -1.278  0.006
C  0.294  -1.599  1.540  -0.233
C  0.808  -1.382  -2.278  -0.797
N  0.414  -2.161  0.484  -0.426
H  -0.880  -0.743  -1.222  0.281
H  -0.202  -0.300  1.422  0.307
H  0.576  -1.917  2.539  0.346
H  1.884  -1.365  -2.394  0.254
H  0.266  -2.082  -2.895  0.262
C  -0.117  1.453  -0.012  -0.217
C  -1.728  1.610  1.700  -0.448
C  0.856  0.581  -0.706  -0.782
N  -0.697  1.064  1.113  -0.287
H  -0.269  2.475  -0.352  0.464
H  -2.080  1.235  2.646  0.287
H  -2.290  2.419  1.244  0.277
H  1.655  0.281  -0.020  0.393
H  1.307  1.135  -1.530  0.311